# 1
A structure of composition C3H6CuO3, computed with ωB97M-V/def2-TZVPD.

The geometry in XYZ format:
```
13
Properties=species:S:1:pos:R:3:mulliken_charge:R:1
Cu 1.490 -0.865 0.209 0.685
O 0.204 0.503 0.278 -0.203
O 1.775 -2.574 0.204 -0.482
O -1.083 -2.014 -1.572 -0.265
C -0.595 -0.973 -1.351 -0.083
C -0.983 0.139 -0.406 0.037
C 0.194 1.823 0.843 -0.634
H -0.446 1.831 1.734 0.296
H -0.177 2.535 0.095 0.305
H 1.521 -3.218 -0.457 0.337
H 1.225 2.064 1.118 0.286
H -1.746 -0.234 0.296 0.364
H -1.379 0.984 -0.992 0.358
```

The total charge is +1. The value obtained for the energy above the lowest of the compared OMol25 structures with the same formula, charge and spin is 0.0 kcal/mol. The value obtained for the LUMO energy (alpha / beta) is -0.162 / -0.275 Eh. As for the spin multiplicity: 3. Its largest force on an atom is 1.3 eV/A. Its total energy is -53978.930 eV. The calculation puts the orbital gap (alpha / beta) at 8.51 / 8.64 eV. Its expectation value of S² is 2.0117.

# 2
An isolated molecule of C3H4N2, computed with ωB97M-V/def2-TZVPD.

The geometry in XYZ format:
```
9
Properties=species:S:1:pos:R:3:mulliken_charge:R:1
N -0.349 1.042 -0.893 -0.524
N -0.411 -0.840 0.256 -0.066
C 0.764 0.960 -0.086 -0.335
C -1.033 -0.042 -0.659 -0.121
C 0.764 -0.219 0.598 -0.241
H 1.466 -0.622 1.305 0.370
H -2.028 -0.280 -1.000 0.355
H 1.563 1.664 -0.250 0.366
H -0.735 -1.662 0.730 0.196
```

The value obtained for the energy above the lowest of the compared OMol25 structures with the same formula, charge and spin is 1.9 kcal/mol. The value obtained for the LUMO energy is 0.034 Eh. Its largest force on an atom is 1.1 eV/A. Its total energy is -6155.817 eV. The SMILES is c1c[nH]cn1. The calculation puts the orbital gap at 9.86 eV.

# 3
A cluster of 9 separate species, C46H75BrINO19P in total, computed with ωB97M-V/def2-TZVPD.

The geometry in XYZ format:
```
144
Properties=species:S:1:pos:R:3:mulliken_charge:R:1
I -3.542 2.291 0.916 -0.222
Br 3.731 -0.842 -2.868 -0.333
P 1.865 -1.328 -1.697 0.076
O -11.686 -0.436 2.417 -0.273
O 1.156 -6.161 -2.286 -0.341
O 12.784 -2.531 3.006 -0.594
O 8.848 5.078 -1.387 -0.365
O 9.611 4.148 0.521 -0.593
O -3.465 5.251 -3.740 -0.375
O 0.877 2.498 -1.832 -0.735
O -3.877 6.936 -2.299 -0.622
O 8.646 -0.429 -1.947 -0.242
O -14.947 -2.198 -1.252 -0.367
O 10.594 -2.086 2.714 -0.388
O 0.800 -4.437 -0.882 -0.706
O 2.390 -2.451 -0.529 -0.398
O -6.135 -0.494 -0.254 -0.586
O 0.755 0.789 -3.178 -0.763
O 7.585 -0.351 0.041 -0.389
O -11.238 0.794 4.253 -0.596
O -14.698 -4.442 -1.153 -0.573
O -7.835 -0.289 1.217 -0.381
N 2.011 0.858 0.195 1.209
C 0.562 1.531 2.204 0.274
C -7.482 1.512 -0.259 -0.260
C -11.927 -1.512 4.500 -0.426
C 4.555 0.613 0.271 0.219
C -2.713 0.447 0.076 -1.338
C -8.350 1.979 0.898 -0.513
C -12.189 -1.757 2.164 -0.140
C 9.739 3.564 -2.942 -0.556
C -14.286 -1.123 -1.940 -0.439
C 8.397 -2.714 -2.428 -0.575
C -0.075 0.932 3.500 -0.267
C 3.268 1.464 -0.193 0.161
C -13.107 -3.122 -2.397 -0.428
C 1.175 0.239 -0.796 0.948
C 0.904 1.228 -2.025 0.015
C -1.554 4.323 -2.734 0.214
C 7.434 -2.345 -1.312 -0.311
C 8.702 4.654 -2.751 -0.437
C 3.067 -7.088 -1.290 -0.540
C 8.715 -1.361 -3.038 -0.505
C 9.442 4.093 -0.664 0.470
C 12.031 -0.231 2.900 -0.387
C 9.798 -0.901 2.514 0.209
C 5.334 1.229 1.505 -1.275
C -1.012 2.003 4.230 -1.029
C 1.780 0.675 1.609 -0.202
C 9.801 2.933 -1.562 0.127
C 1.933 -7.367 -2.257 -0.458
C -12.885 -1.632 -2.214 -0.154
C -8.879 0.671 1.453 0.045
C 1.820 -0.813 2.151 -1.499
C 1.381 -5.448 -1.155 0.547
C -3.271 5.938 -2.587 0.483
C -14.315 -3.371 -1.527 0.509
C 11.891 -1.737 2.898 0.459
C -11.848 -2.560 3.403 -0.610
C -7.036 0.147 0.207 0.501
C -0.273 -0.215 -0.385 -1.632
C 2.417 -6.135 -0.300 -0.312
C -2.665 4.052 -3.726 -0.471
C 7.879 -0.951 -0.952 0.534
C -11.560 -0.247 3.758 0.479
C 3.363 2.970 0.307 -1.433
C -1.405 0.835 -0.762 -0.289
C -2.237 5.242 -1.733 -0.066
C 10.600 0.225 3.134 -0.544
H 7.989 -3.424 -3.146 0.352
H -14.285 -0.233 -1.313 0.325
H -2.749 4.681 -0.946 -0.093
H 1.942 -0.826 3.268 0.504
H 8.829 -1.026 2.995 0.312
H -3.299 3.215 -3.421 0.230
H -0.229 1.732 1.448 -0.387
H -1.150 1.865 -0.444 0.192
H 2.656 1.135 2.139 -0.006
H -12.509 -3.413 3.559 0.350
H -13.354 -3.374 -3.430 0.275
H -7.726 2.474 1.647 0.246
H -0.588 -0.043 3.340 0.241
H -3.510 0.000 -0.553 0.714
H 2.764 -1.279 1.775 0.123
H 0.771 0.765 4.220 0.248
H 1.604 -3.005 -0.304 0.416
H -8.058 1.401 -1.181 0.258
H 10.372 1.201 2.707 0.329
H 7.525 -3.017 -0.461 0.301
H 10.706 4.011 -3.186 0.284
H -10.825 -2.938 3.330 0.303
H 3.475 -7.989 -0.832 0.326
H -0.739 4.858 -3.226 0.219
H 4.304 -0.448 0.498 -0.077
H -0.709 2.066 5.299 0.330
H -9.084 0.733 2.520 0.181
H 0.915 -1.416 1.933 0.263
H -2.282 3.858 -4.727 0.313
H -2.071 1.665 4.210 0.207
H 9.710 -1.334 -3.480 0.317
H 9.484 2.863 -3.737 0.335
H 1.913 -6.667 0.509 0.318
H -12.252 -1.462 -1.339 -0.051
H 6.402 -2.304 -1.662 0.061
H 5.813 0.370 2.049 0.215
H -13.268 -1.693 1.996 0.208
H -0.429 -0.444 0.689 0.179
H 3.132 -5.418 0.100 0.184
H 8.869 5.501 -3.415 0.330
H 3.429 1.576 -1.292 0.594
H -14.836 -0.906 -2.859 0.286
H -1.540 5.957 -1.302 0.329
H 4.708 1.754 2.258 0.383
H 9.645 -0.760 1.443 -0.295
H 0.968 2.538 2.494 0.353
H -1.138 3.418 -2.293 -0.277
H -1.719 0.754 -1.825 0.591
H 2.294 -7.592 -3.259 0.321
H 2.885 3.115 1.301 0.161
H -11.715 -2.164 1.271 0.178
H 5.288 0.568 -0.575 0.163
H -9.782 0.336 0.938 -0.053
H 12.407 0.091 1.927 0.224
H 4.400 3.373 0.235 0.344
H 10.402 0.274 4.208 0.294
H -12.411 -1.151 -3.069 0.345
H -0.871 2.968 3.688 0.280
H -2.500 -0.248 0.915 0.489
H 9.304 -3.151 -2.000 0.277
H 9.055 2.145 -1.441 -0.179
H -9.138 2.673 0.607 0.342
H 3.880 -6.577 -1.810 0.260
H -6.629 2.169 -0.416 0.178
H -0.568 -1.144 -0.947 0.628
H 2.753 3.568 -0.421 0.333
H -12.253 -3.702 -2.054 0.283
H 12.696 0.097 3.696 0.323
H 6.180 1.871 1.173 0.244
H 1.291 -8.186 -1.920 0.263
H -12.940 -1.410 4.895 0.253
H -11.221 -1.712 5.303 0.297
H 10.797 2.556 -1.335 0.327
H 7.984 -1.064 -3.794 0.297
H 7.682 4.289 -2.894 0.247
```

The total charge is -1. The value obtained for the LUMO energy is 0.053 Eh. Its largest force on an atom is 3.6 eV/A. Its total energy is -176746.526 eV. The calculation puts the orbital gap at 5.54 eV.

# 4
A structure of composition C27H46BrNOP2ReS, computed with ωB97M-V/def2-TZVPD.

The geometry in XYZ format:
```
80
Properties=species:S:1:pos:R:3:mulliken_charge:R:1
Re -0.629 1.276 -0.470 1.319
Br -3.745 -4.290 0.659 0.179
S 1.041 -3.986 -0.603 0.453
P -1.663 0.514 1.315 1.719
P 1.490 1.051 0.264 0.590
O 1.142 -2.488 -0.697 -0.797
N 2.088 3.750 -4.719 0.113
C 3.427 0.121 -1.330 -1.140
C -1.780 2.264 3.467 -1.361
C 2.724 -4.580 -0.391 -1.088
C -2.114 -2.110 0.042 -0.401
C -1.747 -0.820 -1.980 -0.182
C 2.099 -0.284 1.408 0.099
C 3.030 1.436 -0.696 -0.624
C -2.976 -3.024 -1.861 -0.500
C 0.868 1.910 -3.036 0.541
C -2.128 -0.778 -0.612 -0.131
C -1.043 -0.749 2.727 -0.791
C -3.589 -0.129 1.712 -0.559
C -2.978 -3.137 -0.430 -0.486
C -1.153 0.511 -2.270 -1.499
C 2.466 2.478 -4.745 -0.713
C 1.518 2.581 1.212 -0.971
C -4.366 0.458 2.868 -1.470
C 0.659 -4.566 -2.260 -0.932
C 0.297 0.767 -2.141 -0.036
C 0.414 3.225 -3.064 -0.153
C -1.869 -1.481 3.791 -1.803
C 3.412 -0.150 2.180 -1.447
C 0.882 3.813 0.576 -1.053
C 1.105 4.128 -3.916 -0.756
C -2.059 2.151 1.969 -0.943
C 1.879 1.513 -3.922 -0.260
C -2.287 -1.987 -2.592 -0.501
H -1.607 3.309 3.743 0.463
H 0.085 3.603 -0.172 0.179
H -5.414 0.149 2.761 0.460
H -2.638 -2.156 3.389 0.314
H -3.465 -3.848 -2.359 0.561
H -4.360 1.550 2.864 0.380
H 3.640 0.246 -2.396 0.380
H 3.404 -3.949 -0.976 0.296
H 2.171 0.471 -4.006 0.740
H -0.436 3.590 -2.481 0.562
H 1.100 -3.876 -2.988 0.280
H -0.448 -1.506 2.194 0.638
H -2.632 1.925 4.049 0.332
H -1.180 -2.126 4.363 0.436
H 1.652 4.433 0.085 0.305
H -3.068 -0.180 -0.608 0.436
H 3.263 2.179 -5.420 0.459
H 4.309 -0.090 1.552 0.326
H -2.191 -2.185 -3.666 0.578
H -4.022 0.089 3.843 0.276
H 1.051 -5.583 -2.376 0.506
H -4.126 0.095 0.777 0.612
H 1.072 2.314 2.179 0.406
H 3.513 -1.053 2.798 0.426
H 2.638 -0.643 -1.231 0.114
H -0.916 1.688 3.791 0.278
H -1.507 2.902 1.365 0.643
H -3.118 2.345 1.746 0.712
H 0.440 4.411 1.388 0.355
H 0.954 -0.103 -2.195 0.469
H 2.842 2.260 -1.406 0.411
H 1.283 -0.357 2.137 0.199
H 2.950 -4.506 0.680 0.352
H -0.432 -4.580 -2.354 0.202
H 2.774 -5.628 -0.704 0.488
H 0.829 5.181 -3.928 0.451
H 3.396 0.704 2.865 0.382
H -1.561 0.983 -3.163 0.793
H -2.323 -0.808 4.531 0.325
H 2.072 -1.224 0.830 -0.158
H -3.593 -1.230 1.760 0.084
H -1.154 -2.346 0.501 0.356
H 4.312 -0.283 -0.822 0.348
H 2.594 2.732 1.329 0.837
H -0.330 -0.089 3.243 0.888
H 3.765 1.797 0.036 0.702
```

The total charge is +4. The value obtained for the energy above the lowest of the compared OMol25 structures with the same formula, charge and spin is 157.3 kcal/mol. The value obtained for the LUMO energy (alpha / beta) is -0.482 / -0.561 Eh. As for the spin multiplicity: 4. Its largest force on an atom is 9.3 eV/A. Its total energy is -133814.227 eV. The calculation puts the orbital gap (alpha / beta) at 5.73 / 3.58 eV. Its expectation value of S² is 3.7904.

# 5
A structure of composition C2H5BrN2O, computed with ωB97M-V/def2-TZVPD.

The geometry in XYZ format:
```
11
Properties=species:S:1:pos:R:3:mulliken_charge:R:1
Br 1.024 -1.835 -1.108 -0.243
O -1.580 0.565 -0.429 -0.396
N 0.962 1.074 -1.491 -0.261
N 0.943 0.225 -0.459 -0.325
C -0.694 -0.532 1.553 -0.936
C -0.767 0.085 0.233 0.734
H 0.305 0.977 -2.199 0.226
H -0.684 0.345 2.103 0.284
H -1.571 -1.137 1.876 0.314
H 0.153 -1.063 1.626 0.367
H 1.907 1.297 -1.705 0.236
```

The value obtained for the energy above the lowest of the compared OMol25 structures with the same formula, charge and spin is 49.4 kcal/mol. The value obtained for the LUMO energy is -0.001 Eh. Its largest force on an atom is 3.9 eV/A. Its total energy is -77222.424 eV. The calculation puts the orbital gap at 9.14 eV.

# 6
A structure of composition C36H50O3SSeTc, computed with ωB97M-V/def2-TZVPD.

The geometry in XYZ format:
```
92
Properties=species:S:1:pos:R:3:mulliken_charge:R:1
Tc 0.829 0.240 0.206 1.135
Se -1.115 0.106 -1.487 0.171
S 2.086 2.973 1.019 0.367
O -0.629 0.091 1.474 -0.962
O 0.753 2.220 0.813 -0.368
O 1.270 -1.331 -0.638 -0.602
C 3.239 -3.334 -0.444 -1.890
C -0.573 -3.346 -3.796 -0.845
C -2.393 -0.197 -0.050 -0.252
C -2.835 -0.035 2.381 -0.571
C -0.515 -1.620 -2.144 0.157
C -1.286 -2.883 -6.129 -1.550
C -1.150 -2.226 -3.199 -0.661
C -6.448 -1.564 -0.364 -1.581
C 0.612 -3.814 -3.244 0.140
C 2.281 -5.388 -1.411 -1.740
C 5.059 0.292 0.478 -0.444
C -3.724 -0.268 -0.312 -0.465
C -1.413 -1.058 4.191 -1.493
C 0.717 -2.065 -1.627 0.933
C -4.661 -0.253 0.754 -1.037
C 4.197 1.218 1.041 -0.715
C 2.023 4.302 -0.188 -1.047
C -4.170 -0.146 2.064 0.046
C 3.605 -3.811 -2.852 -1.534
C -2.632 -4.449 -4.691 -1.559
C -1.892 -0.045 1.279 1.568
C 3.926 0.490 -1.630 -0.294
C 5.980 -0.950 -1.508 -1.514
C -1.688 1.467 4.031 -1.519
C 4.963 -0.056 -0.871 0.233
C 2.586 -3.909 -1.706 2.094
C -3.556 0.030 4.794 -2.226
C 3.204 1.795 0.253 0.749
C 1.286 -3.230 -2.167 -0.416
C -0.413 -5.147 -5.574 -2.067
C -2.370 0.096 3.827 1.919
C -6.471 0.955 -0.408 -1.562
C -1.214 -3.962 -5.033 1.769
C -6.135 -0.290 0.443 2.021
C 3.044 1.413 -1.085 -0.367
C -7.011 -0.270 1.698 -2.097
H 5.561 -1.493 -2.352 0.240
H 6.404 -1.655 -0.795 0.392
H -6.879 0.650 2.270 0.435
H 2.568 -3.388 0.414 0.378
H -8.056 -0.321 1.398 0.437
H 1.910 -5.919 -2.287 0.308
H -0.502 -1.036 3.601 0.204
H 0.587 -4.842 -5.892 0.405
H -2.090 -1.824 -3.559 0.515
H -5.905 0.980 -1.340 0.355
H 1.196 4.944 0.109 0.444
H -4.882 -0.146 2.874 0.738
H 1.539 -5.475 -0.615 0.417
H -6.263 1.869 0.149 0.385
H -4.058 -0.315 -1.341 0.520
H -0.330 -5.949 -4.839 0.406
H -1.701 -3.314 -7.040 0.447
H 5.824 -0.162 1.095 0.456
H -6.813 -1.127 2.345 0.443
H -1.919 -2.045 -5.836 0.339
H 4.537 -4.300 -2.562 0.490
H -1.359 1.544 5.067 0.466
H -3.255 -3.646 -4.294 0.314
H 3.564 -2.305 -0.582 0.067
H -0.925 -5.553 -6.446 0.440
H -0.289 -2.500 -6.354 0.370
H -0.824 1.601 3.387 0.261
H 1.864 3.927 -1.195 0.291
H 2.963 4.852 -0.128 0.452
H 3.193 -5.885 -1.080 0.479
H 6.802 -0.340 -1.892 0.454
H -1.901 -2.023 4.044 0.359
H -4.074 -0.930 4.737 0.448
H -7.531 0.941 -0.658 0.466
H 3.246 -4.291 -3.762 0.313
H -3.183 0.147 5.810 0.448
H -5.912 -1.593 -1.314 0.342
H -4.270 0.835 4.611 0.436
H 4.123 -3.932 -0.216 0.591
H 3.825 0.215 -2.673 0.394
H -2.594 -5.253 -3.954 0.373
H 3.816 -2.764 -3.081 0.210
H -7.515 -1.593 -0.581 0.473
H 1.056 -4.695 -3.685 0.457
H -3.111 -4.833 -5.592 0.458
H -2.396 2.275 3.838 0.365
H 4.304 1.504 2.081 0.503
H -6.191 -2.458 0.206 0.386
H 2.296 1.871 -1.721 0.220
H -1.136 -0.973 5.242 0.489
```

The total charge is +2. The value obtained for the LUMO energy (alpha / beta) is -0.243 / -0.306 Eh. As for the spin multiplicity: 2. Its largest force on an atom is 1.6 eV/A. Its total energy is -122650.795 eV. The calculation puts the orbital gap (alpha / beta) at 6.90 / 5.25 eV. Its expectation value of S² is 1.1893.